ORCA calculation (the ωB97M-V functional and the def2-TZVPD basis) on a 2-piece molecular cluster, C4H14N4 overall in a non-equilibrium geometry.

Atoms and positions in Å:
1 C -0.863 0.205 1.878
2 N 0.051 1.338 1.879
3 C -0.510 2.590 1.373
4 N -0.356 2.725 -0.070
5 H -0.399 -0.590 2.460
6 H -1.844 0.447 2.307
7 H -0.963 -0.150 0.851
8 H 0.426 1.498 2.794
9 H -0.008 3.417 1.873
10 H -1.577 2.685 1.609
11 H 0.636 2.566 -0.267
12 H -0.761 1.897 -0.510
13 C 0.600 -0.466 -2.101
14 N 0.812 -3.252 -1.845
15 C 0.416 -2.390 -0.765
16 N 0.364 -1.139 -0.823
17 H 1.440 0.209 -1.918
18 H -0.256 0.161 -2.338
19 H 0.851 -1.164 -2.893
20 H 1.725 -3.659 -1.659
21 H 0.150 -4.001 -1.955
22 H 0.069 -2.926 0.122

Properties
Strongest force on any atom: 1.154 eV/Å
Orbital gap: 9.4 eV
E_HOMO: -8.6 eV
LUMO: 0.032 Ha
2S+1: 1
Relative energy (zero: lowest compared OMol25 entry of this formula, charge and spin): 36.4 kcal per mole